Record 1
Formula: C34H55N4OP2STi
Source: the Open Molecules 2025 dataset
Level of theory: ωB97M-V/def2-TZVPD

Properties
* orbital gap (alpha / beta): 5.27 / 5.42 eV
* LUMO (alpha / beta): -2.79 / -2.79 eV
* E_HOMO (alpha / beta): -8.06 / -8.21 eV
* <S²>: 2.0425
* multiplicity: 3
* calculated total energy: -96676.97270 eV
* total charge: +1
* ΔE to the lowest compared entry with this formula, charge and spin: 121.4 kcal per mole

```
98
Properties=species:S:1:pos:R:3:forces:R:3
H -2.075 -6.463 -3.266 -0.334 0.105 0.248
C 5.774 1.135 1.834 0.409 -0.179 -0.136
H -5.545 -4.230 -2.052 0.702 0.279 0.249
H 3.076 3.803 -3.278 -0.271 -0.184 -0.051
H -4.596 0.370 3.659 0.148 -0.246 0.191
C 0.010 -3.163 2.088 0.077 0.005 -0.157
C -1.725 -4.708 -2.147 0.082 -0.269 -0.621
H -2.526 -3.561 1.102 -0.082 -0.031 0.117
C -3.618 -3.344 -1.508 0.657 0.265 -0.415
H 4.351 1.812 -2.116 -0.195 -0.115 -0.032
C 0.705 0.842 -5.152 0.035 -0.224 -0.228
H -0.368 -1.861 4.451 -0.285 -0.196 -0.093
C -1.952 1.710 -1.789 -1.273 0.482 0.375
C -3.795 -0.382 3.580 -0.365 -0.026 0.323
C -3.945 -5.451 -2.744 0.654 0.265 0.193
H -2.123 -2.212 4.623 0.384 -0.071 -0.232
C -1.064 -2.628 -1.544 3.804 2.709 3.985
O 0.310 1.939 2.056 1.373 -1.607 0.274
H -3.286 2.358 3.191 0.265 0.040 0.189
C -2.179 -3.488 -1.608 -1.655 -1.422 -1.213
H 2.008 2.274 2.646 0.000 -0.184 -0.087
H -2.052 1.493 4.878 0.326 -0.050 0.314
C -1.190 -2.520 4.130 -0.020 -0.199 0.265
C -1.597 0.642 4.360 -0.306 0.490 0.537
H -3.174 3.175 -2.706 -0.032 0.001 -0.274
H 5.985 1.081 2.909 0.050 0.030 -0.405
H 0.378 0.241 -6.018 0.113 0.207 0.237
H 5.804 2.174 1.484 0.045 -0.388 0.091
C -3.170 2.279 -2.105 0.496 0.452 -0.406
N 3.012 2.043 2.580 -0.478 -1.430 -0.882
C -3.098 0.337 -0.247 0.821 -2.715 0.910
H -1.088 -1.051 -4.930 0.019 0.162 0.193
H -0.393 3.189 -1.999 -0.106 -0.460 0.221
H -1.931 2.128 2.039 -0.197 0.136 0.150
C -2.495 0.358 3.170 0.863 -0.783 0.633
H -3.593 -1.521 0.688 0.243 2.041 0.884
H -5.245 0.123 -0.437 0.480 0.506 -0.204
H -0.672 -4.940 -2.208 0.233 0.369 0.073
C 2.211 2.097 -2.279 -0.085 -0.201 -0.593
H 2.494 -0.856 -3.847 -0.341 -0.082 -0.033
C -3.112 -0.488 0.985 -0.496 -3.219 -5.330
C -1.304 -2.579 2.601 -0.665 1.032 0.131
C -0.971 -0.532 -3.967 -0.255 -0.082 0.059
H 4.582 2.238 3.985 -0.302 0.296 -0.230
H 2.537 2.575 -4.422 -0.169 0.195 0.454
H 0.156 -4.144 2.564 -0.039 0.208 -0.100
H 3.414 0.449 -1.469 -0.049 0.095 -0.173
P -1.614 -0.742 1.891 -0.485 -0.658 0.752
H 1.768 1.077 -5.315 -0.437 -0.112 0.122
C 3.266 0.958 1.853 -0.192 -0.379 -0.247
H 4.567 3.470 2.665 -0.202 -0.160 0.367
N 4.489 0.511 1.523 -1.168 0.320 0.200
C -2.830 1.676 2.468 -0.107 0.326 -0.120
H 4.469 -0.347 0.988 0.218 0.140 0.129
H 3.082 3.558 -0.956 -0.113 -0.075 -0.039
Ti -0.190 -0.229 -0.165 0.875 0.431 0.252
C -4.354 0.636 -0.831 0.246 0.706 0.114
H 6.542 0.563 1.301 -0.197 0.230 0.170
C 3.454 1.193 -2.278 0.273 0.121 0.009
H 3.358 3.525 3.965 0.131 -0.157 -0.131
H 0.116 1.771 -5.170 0.254 -0.248 0.000
H -4.616 -6.185 -3.217 0.387 0.527 0.257
C 1.444 -1.178 -3.842 -0.035 -0.094 -0.199
H 1.313 3.594 -0.942 0.147 -0.095 0.063
H -3.423 -3.150 2.590 0.153 0.000 -0.090
H -1.544 -0.199 5.055 0.050 0.276 -0.120
H 1.276 -1.808 -2.963 0.098 0.134 -0.211
H -1.724 0.260 -3.910 0.067 -0.101 -0.114
H 1.285 -1.792 -4.740 0.059 0.058 0.161
H 1.341 3.634 -3.613 0.278 -0.191 0.034
H 0.014 -3.317 1.009 -0.036 0.030 0.040
H -0.951 -3.535 4.499 -0.079 0.299 -0.144
P 0.674 0.996 -2.268 -0.329 0.192 -0.303
C 0.437 0.864 1.462 -2.551 3.721 -1.385
H -3.575 1.554 1.681 0.181 0.062 0.340
H -5.347 2.149 -1.915 0.124 0.132 -0.373
H -3.706 -0.910 4.543 0.027 0.386 -0.245
H -1.189 -1.262 -3.187 -0.006 0.257 -0.166
N -1.893 0.729 -0.850 -1.658 0.763 0.582
H -0.868 2.480 -3.487 -0.132 -0.282 0.269
C -4.447 -4.320 -2.079 -0.126 -0.381 -0.033
S 1.880 -0.193 1.342 3.189 -0.054 1.847
H -4.162 -1.108 2.833 0.301 0.509 0.435
H -0.593 0.929 4.032 -0.135 0.009 0.194
H 2.182 2.296 -0.099 -0.110 0.091 -0.128
H -2.258 -4.483 2.594 -0.120 0.055 -0.120
C 2.182 2.930 -0.989 0.040 -0.127 0.053
C -2.552 -5.622 -2.759 -0.857 -0.585 -0.009
C -2.459 -3.480 2.190 0.049 -0.257 0.108
H 3.599 0.668 -3.233 -0.101 0.213 0.338
C -0.698 2.220 -2.431 0.435 0.434 -0.278
C 0.457 0.002 -3.880 0.866 0.503 -0.137
C 2.276 3.068 -3.476 0.281 0.188 -0.038
H 0.872 -2.540 2.345 -0.140 -0.065 0.031
H -4.125 -2.494 -1.032 0.657 -0.179 -0.334
N -0.076 -2.083 -1.071 -4.517 -2.484 -2.155
C -4.381 1.732 -1.663 -0.290 -0.950 0.556
C 3.947 2.854 3.333 0.460 0.508 0.293
```
Forces are in eV/Å.

Record 2
Formula: C34H56EuN3OP2S
Source: the Open Molecules 2025 dataset
Level of theory: ωB97M-V/def2-TZVPD

Properties
* orbital gap (alpha / beta): 5.27 / 5.30 eV
* LUMO (alpha / beta): -3.25 / -3.25 eV
* E_HOMO (alpha / beta): -8.52 / -8.55 eV
* <S²>: 15.7639
* multiplicity: 8
* calculated total energy: -91418.49091 eV
* total charge: +1
* ΔE to the lowest compared entry with this formula, charge and spin: 40.1 kcal per mole

```
98
Properties=species:S:1:pos:R:3:forces:R:3
H -0.690 4.892 1.226 0.238 -0.177 -0.036
H -2.706 -1.661 -3.717 0.254 -0.080 -0.095
H -3.727 -1.133 -1.984 0.070 0.392 -0.017
H 0.089 -1.146 -6.123 0.113 -0.001 0.095
C -0.929 1.579 4.185 0.249 0.498 0.011
H 2.093 -2.753 -0.290 -0.385 -0.379 -0.011
H 1.239 3.761 4.210 -0.151 0.158 -0.214
H -2.223 0.194 5.224 0.074 0.073 -0.277
H -0.795 3.525 5.215 -0.229 -0.219 -0.119
H -0.117 4.774 3.619 0.261 -0.172 -0.074
C -1.881 -1.114 -4.184 0.073 0.091 -0.096
C -1.010 1.809 -4.464 -0.221 0.005 -0.590
H -1.235 -4.322 -1.244 0.159 -0.005 -0.093
C 2.629 -2.014 2.943 1.088 0.098 0.347
H 2.637 -1.613 1.919 0.186 -0.276 0.643
N 0.888 0.686 -1.349 -2.858 0.977 -3.030
C 0.693 3.418 2.101 -0.344 -0.141 0.456
H 1.542 5.111 3.107 -0.139 -0.142 0.119
H 2.448 2.134 2.500 -0.121 0.180 -0.136
H 4.740 -1.748 3.267 -0.236 -0.132 0.131
C -3.903 1.493 0.161 0.295 -0.121 0.030
C 0.193 4.301 0.946 0.076 -0.054 -0.073
H 1.624 -4.116 -3.793 0.079 0.064 0.329
H 0.015 -5.560 -1.440 -0.136 0.119 -0.003
C -0.590 -1.925 -4.206 0.416 -0.743 0.264
C -2.048 -0.267 -0.943 -0.839 0.038 0.956
P -0.474 1.924 2.390 0.195 -0.372 -0.076
C 2.592 -3.157 5.484 0.059 0.347 -0.849
C 0.019 1.910 -3.355 -0.426 -0.353 -0.477
H 0.718 0.164 4.492 -0.115 0.225 0.047
H -0.478 4.015 -3.216 0.048 -0.418 0.123
C -0.375 -4.618 -1.856 0.131 -0.434 0.046
C -1.953 0.423 4.181 0.175 -0.074 -0.100
C 3.783 -2.683 4.967 -0.294 -0.376 0.801
H 1.441 3.037 -4.550 -0.141 -0.247 0.154
O 3.905 -0.671 -1.669 -1.942 -0.730 2.209
C -1.101 -1.300 -1.398 0.480 -2.385 2.389
H -0.058 -3.990 -4.784 -0.272 0.140 0.012
C -0.375 3.141 -2.552 0.021 0.128 0.716
C 3.803 -2.113 3.688 -0.715 0.163 -0.749
C 1.917 -4.020 -2.740 -0.033 -0.021 0.062
S -0.114 -2.368 2.741 0.247 -0.398 0.538
N 1.453 -3.053 4.734 1.034 0.320 0.070
H 2.142 2.156 -3.157 0.000 0.123 -0.187
C 0.834 4.301 3.345 0.327 0.355 -0.072
H -2.301 3.313 4.286 0.171 -0.110 0.138
C -3.412 -0.325 -1.327 0.456 -0.020 0.151
C 0.168 0.677 -2.327 4.209 3.098 2.132
C 3.156 -0.903 -0.831 2.138 1.125 -2.279
H 0.781 -0.299 -4.711 -0.086 -0.483 -0.195
C 0.754 -3.583 -1.830 -0.609 0.590 -0.373
C 1.417 -2.460 3.486 -1.305 -0.614 0.295
H -0.825 0.973 -5.142 -0.183 0.241 0.177
H -1.736 -3.793 -4.173 0.233 0.138 -0.137
H -5.382 0.507 -1.060 0.199 0.051 -0.040
H 1.676 -4.457 -0.083 -0.086 0.207 -0.049
H -0.951 2.728 -5.072 0.062 -0.252 0.281
C 2.069 2.818 1.724 -0.087 0.060 0.032
C 0.337 1.103 4.922 -0.120 -0.016 0.175
H -2.058 2.437 5.805 0.094 0.171 -0.188
H -1.290 -3.195 -5.772 0.063 -0.146 0.156
H 1.146 1.847 4.903 -0.228 -0.195 0.028
H 0.469 -3.249 0.342 0.243 -0.075 -0.394
H -1.338 2.978 -2.049 0.189 0.097 -0.022
H 2.036 2.276 0.761 -0.087 0.186 0.242
H 2.481 -3.617 6.462 0.096 0.076 -0.226
H -1.749 -0.192 -3.617 -0.246 -0.316 -0.190
H -2.878 0.677 3.647 0.191 -0.085 0.170
H -4.560 2.241 0.595 -0.079 -0.180 -0.109
C -0.925 -3.319 -4.739 -0.164 0.076 -0.478
H -0.730 -4.846 -2.865 0.165 0.110 0.344
H -0.043 3.717 0.048 0.018 0.124 0.300
C -4.331 0.562 -0.785 0.183 0.053 0.266
C -2.134 2.376 1.734 -0.199 0.048 -0.445
H 1.382 -1.903 -5.161 -0.204 0.131 0.047
H -2.881 2.382 2.544 0.292 -0.076 -0.346
H 4.694 -2.767 5.557 -0.288 0.024 -0.156
H -2.126 3.408 1.350 0.004 -0.378 -0.001
H 2.797 3.636 1.614 -0.118 -0.223 0.008
H 1.668 1.271 -4.609 0.088 0.267 0.019
Eu 0.587 -0.456 0.697 -0.502 0.050 0.129
H 0.387 3.370 -1.803 -0.116 -0.028 -0.124
N -1.707 0.552 0.107 -0.141 0.050 -0.925
H -2.029 1.762 -4.060 0.191 -0.095 -0.186
C 1.402 2.109 -3.961 0.500 -0.183 0.156
C 0.479 -1.278 -5.103 -0.212 -0.065 -0.194
C -1.550 2.796 4.896 0.019 -0.162 0.450
H 0.077 0.913 5.975 0.146 0.023 -0.219
H 0.990 5.016 0.683 -0.213 -0.217 0.063
H -2.179 -0.858 -5.211 0.022 -0.047 0.170
P 0.197 -1.803 -2.447 -0.168 -0.181 -1.198
C -2.587 1.424 0.617 -0.177 0.178 -0.122
H 2.757 -3.313 -2.688 -0.183 -0.103 -0.019
H -1.524 -0.488 3.735 -0.234 0.380 0.161
H 0.575 -3.412 5.108 0.214 0.221 -0.268
C 1.267 -3.479 -0.385 -0.022 -0.067 -0.051
H 2.285 -5.003 -2.409 -0.081 0.189 -0.069
H -1.461 -2.275 -1.014 -0.801 0.311 -0.261
```
Forces are in eV/Å.